9
Properties=species:S:1:pos:R:3:nbo_charge:R:1 method="wB97M-V/def2-TZVPD" e_lumo_ev="-7.12 / -7.12" total_charge=+1 total_energy_ha=-283.394578 relative_energy_ev=4.397 homo_ev="-16.04 / -16.04" molar_mass_g_mol=74.06 gap_ev="8.9 / 8.9" max_force_ev_per_a=4.3
C 1.2371 -2.1138 -0.1846 0.3350
C 0.2890 -0.9546 -0.5037 0.3708
N -0.7159 1.0331 0.1813 -0.4846
O 2.3819 -1.9446 0.0781 -0.3501
O -0.0083 -0.1220 0.4560 -0.1294
H 0.8119 -3.0994 -0.2590 0.1766
H 0.1311 -0.6732 -1.5002 0.2109
H -0.8425 1.5499 -0.7811 0.4395
H -0.6734 1.6626 1.0347 0.4313

=====

12
Properties=species:S:1:pos:R:3:nbo_charge:R:1 method="wB97M-V/def2-TZVPD" e_lumo_ev=-0.63 total_charge=0 total_energy_ha=-625.530206 relative_energy_ev=2.497 homo_ev=-8.58 molar_mass_g_mol=102.16 gap_ev=8.0 max_force_ev_per_a=1.0
C 0.8796 -0.7387 -1.0136 -0.4469
N 1.3891 0.2053 -0.0361 -0.3777
N 0.7435 0.7305 0.9908 -0.1415
C -0.5402 0.7435 1.1759 -0.1228
C -1.6419 0.3025 0.3397 -0.3258
S -3.2080 0.4092 0.7960 0.0144
H 1.7321 -1.2179 -1.4848 0.2172
H 0.3231 -0.2558 -1.8099 0.2019
H 0.2582 -1.5227 -0.5037 0.2056
H 2.3747 0.2025 0.1142 0.3817
H -0.8600 1.2287 2.0658 0.2029
H -1.4504 -0.0870 -0.6342 0.1911

=====

18
Properties=species:S:1:pos:R:3:nbo_charge:R:1 method="wB97M-V/def2-TZVPD" e_lumo_ev=0.80 total_charge=0 total_energy_ha=-487.041945 relative_energy_ev=3.644 homo_ev=-8.80 molar_mass_g_mol=100.24 gap_ev=9.6 max_force_ev_per_a=4.3
C -0.1780 1.2544 0.3305 -0.8672
C 0.2757 -0.3011 0.4230 -0.6172
C 2.8203 0.1265 -0.1224 -0.6120
C -3.1462 -0.2351 0.1978 -1.2052
C 1.5063 -0.7582 -0.3497 -0.4004
Si -1.4391 0.0582 -0.3244 1.4289
H -0.4926 1.7238 1.2270 0.2376
H 0.3387 1.9263 -0.3874 0.2534
H 0.2170 -0.7138 1.5205 0.2325
H 3.5513 0.1982 -0.9288 0.2110
H 3.4179 -0.3917 0.5645 0.1992
H 2.5820 1.0429 0.3004 0.2034
H -3.5232 -1.3435 0.4497 0.2721
H -3.1552 0.3036 1.2144 0.2338
H -3.9843 0.2089 -0.3780 0.2723
H 1.7977 -1.6838 -0.0374 0.2095
H 1.2716 -0.7668 -1.3836 0.2061
H -1.8598 -0.6488 -2.3161 -0.2580

=====

82
Properties=species:S:1:pos:R:3:lowdin_charge:R:1 method="wB97M-V/def2-TZVPD" e_lumo_ev=2.29 total_charge=-1 total_energy_ha=-3538.646741 relative_energy_ev=0.637 homo_ev=-5.09 molar_mass_g_mol=648.36 gap_ev=7.4 max_force_ev_per_a=3.2
C -1.7626 3.4447 -0.4130 -0.0342
C -0.7358 3.5637 -1.5050 -0.2531
H -2.2706 4.4066 -0.2791 0.0699
H -1.3238 3.1544 0.5592 0.0832
H -2.5006 2.6694 -0.6735 0.0678
C -0.2818 4.7327 -1.9605 -0.1534
C -0.6553 6.0580 -1.3991 -0.1147
H 0.3502 4.7907 -2.8546 0.0995
H -0.6062 6.0796 -0.2990 0.0765
H -1.6646 6.3719 -1.7005 0.0746
H 0.0583 6.7969 -1.7789 0.0654
Mg -1.1436 -0.0990 -0.2237 0.4216
Cl -2.7614 -0.0520 -1.9022 -0.0230
C -0.0841 -2.3473 -1.6624 -0.2653
O 0.1797 -1.5194 -0.7545 -0.0809
N 0.7395 -3.3029 -2.0895 -0.1620
C 2.0056 -3.5987 -1.4150 -0.0128
C 0.5180 -3.8465 -3.4240 -0.0426
H -1.0634 -2.2860 -2.1690 0.1196
H 1.8268 -3.7981 -0.3523 0.0931
H 2.7214 -2.7738 -1.5252 0.0824
H 2.4134 -4.4931 -1.8924 0.0809
H -0.5587 -4.0021 -3.5635 0.0939
H 1.0570 -4.7913 -3.5232 0.0816
H 0.8658 -3.1539 -4.2102 0.0990
H 0.4698 -4.2261 2.1998 0.0833
H -2.6328 -5.8637 1.7414 0.0947
C -0.2720 -4.1057 2.9985 -0.0529
C -2.3403 -5.4119 2.6986 -0.0551
N -1.6172 -4.1757 2.4888 -0.1399
H -0.0833 -3.1492 3.4923 0.0903
C -2.0636 -3.1597 1.6766 -0.5367
O -1.3158 -2.2263 1.3377 0.0174
H -3.2394 -5.2272 3.3003 0.0581
H -3.9008 -3.4781 1.9901 0.0697
H -0.1291 -4.9068 3.7259 0.0811
H -1.6824 -6.0950 3.2459 0.0827
H -3.0438 0.4919 5.3790 0.0915
H -0.3343 2.2284 3.4114 0.1002
C -2.0250 0.0977 5.2447 -0.0488
C -0.2266 1.3403 4.0421 -0.0296
N -1.4459 0.5458 3.9813 -0.1394
H -2.0597 -1.0005 5.2777 0.0470
C -1.9452 0.2184 2.7810 -0.2178
O -1.3748 0.5364 1.7001 -0.0892
H 0.6342 0.7453 3.7198 0.0801
H -2.8792 -0.3578 2.8028 0.1291
H -1.3788 0.4725 6.0497 0.0818
H -0.0986 1.6287 5.0838 0.0787
O 0.1201 1.3764 -0.9009 -0.3499
C -0.2195 2.2224 -1.9947 -0.3599
C 1.9537 3.1680 -3.0756 -0.1204
C 0.8182 2.3470 -3.1537 -0.1830
H 2.1358 3.7976 -2.1959 0.0344
C 2.8749 3.2309 -4.1277 -0.0802
H -1.1067 1.7312 -2.4265 0.0583
C 0.5687 1.6461 -4.3368 -0.0338
H 3.7580 3.8674 -4.0202 0.1034
C 2.6348 2.5098 -5.3029 -0.1024
C 1.4739 1.7260 -5.4030 -0.0900
H -0.3490 1.0586 -4.4202 0.1161
H 3.3353 2.5792 -6.1251 0.0867
H 1.2729 1.1857 -6.3248 0.0896
Si 2.1329 1.5711 -0.3272 0.1671
Cl 2.2573 3.6320 0.1325 0.3806
C 4.1008 1.7164 -0.5096 -0.3176
C 2.4032 0.2882 -1.7846 -0.1854
C 1.9168 0.6614 1.2886 -0.1799
H 4.3837 2.4527 -1.2788 0.0033
H 4.5594 0.7588 -0.7710 0.0037
H 4.5366 2.0449 0.4506 -0.0013
H 2.9319 0.2830 1.5712 0.0506
H 1.2619 -0.2157 1.2823 0.0226
H 1.6024 1.3075 2.1153 -0.0006
H 3.0626 0.6912 -2.5693 0.0324
H 1.4842 -0.0691 -2.2706 0.0143
H 2.8999 -0.5801 -1.3227 0.0185
O -4.5721 -3.7149 3.5714 -0.5278
Cl -4.1840 -2.6954 4.6470 0.9225
O -4.3445 -1.3203 4.0574 -0.5023
O -2.7271 -2.9164 4.9645 -0.5053
O -3.3156 -3.2683 1.2030 0.0921

=====

75
Properties=species:S:1:pos:R:3:lowdin_charge:R:1 method="wB97M-V/def2-TZVPD" e_lumo_ev=-0.77 total_charge=0 total_energy_ha=-3181.455801 relative_energy_ev=10.120 homo_ev=-8.79 molar_mass_g_mol=706.07 gap_ev=8.0 max_force_ev_per_a=6.4
C -0.5288 2.0057 -5.8004 -0.1387
C 0.4448 2.9899 -4.9629 -0.2487
C 1.5948 2.1710 -4.1428 -0.2045
C 1.2517 2.2559 -2.5543 -0.1999
C 0.1251 1.1524 -2.2396 -0.1744
C 0.7329 -0.1545 -1.4615 -0.1042
C 0.4149 -0.1459 0.1064 -0.2699
O 1.5634 -0.8159 0.7561 -0.2953
S 1.7473 0.0731 2.1745 1.0000
O 3.0108 -0.3722 2.8816 -0.3861
O 0.4783 -0.3965 3.1572 -0.2786
C -0.7691 0.2882 2.9198 -0.5003
N -1.5592 0.0265 4.1909 0.0666
C -0.6614 1.9106 2.9280 -0.2268
C 0.3437 2.4636 4.1019 -0.1719
C 1.1226 3.7799 3.5561 -0.2221
C 2.6789 3.5362 3.2518 -0.2484
S 3.7734 3.6377 4.7486 0.4498
O 3.8840 2.2426 5.3132 -0.3787
O 5.1174 4.1631 4.3029 -0.4048
Cl 3.0694 5.0169 6.1691 0.3366
C -1.6899 -0.3307 1.7267 -0.5198
N -2.8539 -1.1111 2.2727 -0.0084
I -2.8250 1.3334 0.7262 1.0656
C -0.9218 -1.0245 0.5027 -0.3810
N -0.5494 -2.4036 0.4730 0.1380
C -0.5938 -3.2186 1.4790 -0.2377
C -1.8526 -4.2524 1.5846 -0.0440
C 0.5229 -3.4800 2.6208 -0.0207
O -1.7796 -0.8086 -0.6982 -0.2100
C -2.2968 -2.0301 -1.1890 -0.3364
O -3.3137 -2.6297 -0.7310 0.0584
C -1.6381 -2.7272 -2.4909 -0.0751
C -1.6636 -1.9567 -3.8584 -0.0150
C -1.0461 -2.5795 -5.1636 -0.0562
C -0.3917 -3.9776 -5.0002 -0.0766
C -0.3263 -4.7304 -3.6374 -0.0603
C -0.9625 -4.1138 -2.3720 -0.0120
H -0.0689 0.9525 -5.8590 0.0621
H -1.5004 1.9157 -5.1786 0.0711
H -0.7465 2.4535 -6.8311 0.0706
H 0.9457 3.7258 -5.6988 0.1001
H -0.2014 3.6422 -4.2712 0.1002
H 2.6359 2.6278 -4.3380 0.1045
H 1.6242 1.0822 -4.5004 0.1027
H 0.8176 3.2991 -2.3425 0.1028
H 2.2243 2.1116 -1.9539 0.1080
H -0.7096 1.5372 -1.5367 0.0655
H -0.3788 0.7204 -3.1782 0.0911
H 0.4832 -1.1232 -2.0056 0.1093
H 1.8815 -0.0261 -1.5537 0.1245
H 0.3345 0.9479 0.4252 0.1104
H -2.4258 0.5776 4.1916 0.0883
H -0.9891 0.2612 5.0154 0.0915
H -1.6700 2.3639 3.2633 0.0937
H -0.2617 2.3617 1.9629 0.0653
H 1.0607 1.6706 4.4930 0.1052
H -0.2654 2.8351 5.0128 0.1203
H 0.6570 4.1985 2.5849 0.1220
H 1.0178 4.6329 4.3259 0.0841
H 3.0111 4.3886 2.5452 0.1223
H 2.9219 2.5542 2.7261 0.0919
H -2.5478 -1.9019 2.8469 0.0711
H -3.4824 -1.4054 1.5124 0.0563
H -1.8323 -5.0347 0.7336 0.0859
H -2.8569 -3.7041 1.6269 0.0693
H -1.7933 -4.8694 2.5635 0.0835
H 0.9252 -4.5429 2.4113 0.1036
H 1.4089 -2.7683 2.5183 0.0636
H 0.0577 -3.5027 3.6635 0.0973
H -2.1452 -0.9117 -3.9084 0.1000
H -1.0672 -2.0075 -6.1634 0.0930
H 0.0654 -4.4979 -5.9008 0.0819
H 0.1827 -5.7543 -3.5082 0.0942
H -0.9656 -4.5969 -1.3354 0.0844